Formula: H12O6Rb
Source: the Open Molecules 2025 dataset
Level of theory: wB97M-V/def2-TZVPD

Output
Kohn-Sham gap	0.3706	Eh
largest force on an atom	11.3	eV/A
lowest unoccupied orbital energy	-3.626	eV
molecular weight	193.558	Da
net charge	+1
E_HOMO	-13.710	eV

```
19
Properties=species:S:1:pos:R:3:forces:R:3
Rb -0.1728 -0.5868 0.4788 -7.01 -6.69 4.12
O 0.3031 -1.3783 -1.4198 2.90 -2.51 -6.06
H 0.0688 -2.1894 -1.8708 0.24 -0.43 -0.44
H 0.2770 -0.7079 -2.1025 0.22 -0.23 -0.64
O -0.2270 1.0256 1.7526 0.51 5.89 5.46
H -0.1598 0.9622 2.7054 0.11 0.16 0.70
H -0.0907 1.9540 1.5637 -0.62 0.64 0.31
O -1.0639 1.5469 -0.3518 -5.80 3.58 -0.36
H -1.0366 2.4421 -0.6895 -0.71 0.44 -0.14
H -0.2029 1.1850 -0.5613 -2.96 0.81 0.58
O 1.4833 -1.0619 1.5913 6.25 -1.85 4.25
H 2.3078 -0.5838 1.5032 0.72 -0.06 0.13
H 1.4478 -1.3110 2.5148 0.39 -0.34 0.57
O -1.8299 -1.2810 -0.7091 -5.42 -1.69 -2.39
H -1.8940 -1.4436 -1.6502 -0.69 -0.05 -0.22
H -1.9062 -2.1477 -0.3100 -0.54 -0.48 0.01
O 0.8391 0.8202 -0.7108 10.12 1.92 -4.76
H 1.1916 1.5297 -0.1737 1.01 0.42 0.18
H 0.6653 1.2257 -1.5602 1.28 0.45 -1.30
```
Positions in Å, forces in eV/Å.

=====

Formula: C4H3N3O
Source: the Open Molecules 2025 dataset
Level of theory: wB97M-V/def2-TZVPD

Output
SMILES	C1=NN=C2C=NO[C@@H]12
Kohn-Sham gap	0.3461	Eh
largest force on an atom	4.1	eV/A
lowest unoccupied orbital energy	-0.819	eV
molecular weight	109.088	Da
net charge	0
E_HOMO	-10.237	eV

```
11
Properties=species:S:1:pos:R:3:forces:R:3
C -1.4634 1.0257 0.0137 1.70 2.89 0.38
C -0.0250 0.7464 0.2345 0.72 1.64 -0.48
C 1.4117 -0.8400 -0.2263 -1.07 -1.40 -0.69
C 0.0362 -0.6991 0.3512 -1.42 0.12 -3.88
H -1.7587 2.0407 0.2290 -0.91 0.06 -0.71
H 2.0332 -1.6548 -0.4275 0.37 -1.75 0.24
H 0.1085 -1.2059 1.2239 -0.16 -1.15 3.34
N -2.1129 0.0957 -0.5172 0.93 -1.92 1.50
N 1.0638 1.3422 -0.2498 -3.23 -1.72 1.68
N 1.9732 0.2524 -0.3603 2.16 2.80 -0.66
O -1.2665 -1.1033 -0.2713 0.92 0.41 -0.71
```
Positions in Å, forces in eV/Å.

=====

Formula: C13H16CoN5O6S2
Source: the Open Molecules 2025 dataset
Level of theory: wB97M-V/def2-TZVPD

Output
Kohn-Sham gap (alpha / beta)	0.3018 / 0.3019	Eh
largest force on an atom	1.0	eV/A
lowest unoccupied orbital energy (alpha / beta)	-0.332 / -0.331	eV
molecular weight	461.367	Da
net charge	0
E_HOMO (alpha / beta)	-8.545 / -8.545	eV

```
43
Properties=species:S:1:pos:R:3:forces:R:3
Co -0.3484 0.2226 0.8381 0.95 -0.08 0.02
N 0.7310 -1.1426 1.6581 -0.09 -0.15 0.05
C 0.0343 -2.4501 1.7198 -0.01 0.14 0.01
C -1.2020 -2.3874 0.8435 -0.05 -0.08 0.06
O -1.7641 -3.4021 0.4721 0.03 0.04 -0.02
N -1.5899 -1.1176 0.5550 -0.39 0.40 -0.06
C -2.1622 -0.9083 -0.7689 0.22 -0.06 -0.03
C -1.0122 -0.4199 -1.6634 -0.27 -0.11 -0.19
O -1.0853 -0.3877 -2.8667 0.07 0.11 0.08
O 0.0545 -0.0613 -0.9686 0.24 -0.03 0.15
H 1.6276 -1.1855 1.1865 -0.03 -0.11 -0.05
H 0.8773 -0.8083 2.6107 0.07 0.05 -0.03
H -0.2484 -2.6474 2.7535 0.03 -0.03 -0.01
H 0.6685 -3.2600 1.3689 -0.01 -0.02 -0.01
H -2.9634 -0.1678 -0.7622 0.02 0.03 0.04
H -2.5532 -1.8393 -1.1763 -0.04 0.00 0.03
N -6.8396 -1.4175 4.2822 0.01 -0.01 0.01
C -5.5423 -0.9557 4.2172 0.00 0.02 0.01
C -5.2001 0.2866 4.7599 0.00 0.00 -0.01
C -3.8916 0.7285 4.7294 -0.02 -0.01 -0.05
C -2.9061 -0.0667 4.1571 0.06 0.03 0.04
C -3.2320 -1.3100 3.6248 -0.04 0.01 -0.01
C -4.5363 -1.7502 3.6525 0.02 -0.01 0.00
S -1.2561 0.5208 4.0989 0.02 0.06 -0.10
O -1.1982 1.7114 4.8999 0.00 -0.01 0.04
O -0.3529 -0.5762 4.3423 -0.01 -0.05 -0.01
N -0.9559 0.9409 2.5610 0.12 0.15 0.04
C -1.4703 2.0296 1.9584 -0.10 0.03 -0.09
S -2.4157 3.3581 2.4980 0.03 0.04 -0.04
C -2.4863 3.9289 0.8543 0.02 -0.02 0.05
C -1.8068 3.1098 0.0265 -0.02 0.01 -0.02
N -1.2162 2.0409 0.6557 -0.54 -0.26 0.09
H -7.5636 -0.7362 4.4309 0.00 0.00 -0.01
H -7.0924 -2.1624 3.6561 -0.01 0.00 0.00
H -5.9667 0.9026 5.2139 0.00 0.00 0.00
H -3.6239 1.6854 5.1554 0.00 -0.01 0.02
H -2.4699 -1.9368 3.1878 0.04 -0.01 -0.01
H -4.7837 -2.7200 3.2385 -0.01 0.01 0.00
H -3.0042 4.8404 0.6111 0.00 0.00 -0.01
H -1.6902 3.2349 -1.0389 -0.01 -0.01 0.00
O 1.5886 1.3180 0.5890 -0.50 -0.17 0.05
H 1.4329 1.0709 -0.3446 0.16 0.09 -0.08
H 1.4234 2.2675 0.6299 0.04 0.02 0.06
```
Positions in Å, forces in eV/Å.

=====

Formula: C20H30B2BaF8N2O8
Source: the Open Molecules 2025 dataset
Level of theory: wB97M-V/def2-TZVPD

Output
Kohn-Sham gap	0.2099	Eh
largest force on an atom	3.7	eV/A
lowest unoccupied orbital energy	-3.529	eV
molecular weight	737.402	Da
net charge	0
E_HOMO	-9.240	eV

```
71
Properties=species:S:1:pos:R:3:forces:R:3
Ba -4.0448 -1.1691 2.0889 0.82 0.04 -1.39
B -0.9193 0.5528 -0.7262 0.78 0.24 -0.57
F -2.1697 0.1414 -1.0744 -2.90 -0.97 -0.09
F -0.9343 0.8859 0.6108 -0.30 0.03 2.41
F -0.0597 -0.4765 -0.9727 1.19 -1.27 0.08
F -0.5850 1.6515 -1.4385 0.52 1.51 -0.98
B -7.3687 -2.9661 -1.0341 -1.39 -0.52 -2.11
F -6.8374 -1.6744 -0.9859 0.89 0.83 1.04
F -8.7439 -2.9217 -0.8781 -0.73 0.38 1.09
F -7.1894 -3.4742 -2.3088 0.83 -0.24 -0.92
F -6.7840 -3.8407 -0.1459 1.00 -0.15 1.67
C 4.6442 2.5533 2.2950 0.51 0.87 0.04
C 4.4939 1.2287 2.0178 -0.71 -0.07 -0.35
C 4.9350 0.2608 2.8950 -0.53 -0.79 -0.24
C 5.4656 0.6071 4.1202 1.37 1.89 -0.95
C 5.7785 1.9683 4.3646 -0.28 -1.22 -0.98
C 5.3564 2.9177 3.4180 0.99 -0.23 1.58
N 5.9049 -0.4553 5.0273 -2.51 0.54 -0.28
O 6.9613 -0.3768 5.6009 -0.18 -0.59 0.05
O 4.9745 -1.2687 5.1636 1.90 -0.25 0.62
H 4.3244 3.2790 1.5618 -0.06 0.18 0.12
H 3.9603 1.0183 1.1027 0.20 -0.62 -0.08
H 4.8551 -0.7604 2.5526 -0.07 -0.23 0.47
H 6.4625 2.2053 5.1661 -0.28 0.19 0.23
H 5.7331 3.9112 3.6116 -0.43 0.32 -0.24
C -5.7437 7.8414 -1.0476 0.95 0.16 2.33
C -5.3856 6.5084 -1.3009 0.53 1.22 -0.31
C -4.9853 5.6500 -0.2749 -0.89 0.99 2.56
C -4.8742 6.1955 1.0574 -0.69 0.55 -2.61
C -5.0800 7.5811 1.2578 0.32 -1.17 1.77
C -5.5509 8.3721 0.2813 -1.43 -0.47 -3.36
N -4.7099 5.3136 2.1942 1.06 2.18 2.33
O -4.5755 5.9017 3.3222 -0.47 -2.14 -2.69
O -4.6524 4.1213 1.9984 -0.16 -0.11 0.45
H -6.1227 8.5689 -1.7501 0.03 -0.48 -0.56
H -5.2728 6.2266 -2.3374 -0.56 -0.53 -0.03
H -5.0219 4.5741 -0.3619 0.63 0.00 -0.36
H -4.9920 8.0610 2.2213 0.18 -0.56 0.31
H -5.9671 9.3493 0.4768 0.50 0.23 0.17
C 3.0579 -2.9649 -9.0156 -0.22 -0.15 0.43
O 2.4192 -4.2135 -8.6475 0.78 0.05 -1.65
C 2.9221 -5.0392 -7.6254 0.98 1.28 1.61
C 2.6653 -4.2752 -6.3186 0.44 -1.27 -0.38
O 3.7878 -3.4579 -5.9695 -0.29 -0.63 -1.42
C 3.3846 -2.6242 -4.9603 -0.63 1.08 1.36
H 2.9511 -2.1979 -8.2485 -0.39 -0.05 0.21
H 2.5828 -2.6172 -9.9329 -0.26 -0.20 0.16
H 4.1282 -2.9455 -9.2207 0.22 -0.96 0.07
H 3.9932 -5.2173 -7.5299 0.57 0.25 -1.11
H 2.5160 -6.0495 -7.6757 -0.70 0.38 -0.11
H 2.5494 -4.9600 -5.4785 -0.67 -0.06 0.14
H 1.7818 -3.7037 -6.6031 -0.20 0.38 0.92
H 4.1308 -1.8683 -4.7155 0.12 -0.14 -0.25
H 3.1314 -3.1564 -4.0434 0.27 -0.40 0.34
H 2.4381 -2.1358 -5.1922 -0.04 0.46 -0.32
C -0.5085 -4.3395 1.8563 -0.98 0.16 -0.52
O -0.8825 -3.4089 2.8736 1.29 -1.17 1.14
C 0.1872 -3.5045 3.8667 -0.55 3.49 0.16
C -0.0356 -2.3588 4.9804 -0.38 -2.60 -0.27
O -0.5397 -1.1968 4.4389 -0.59 0.77 -1.83
C -0.5643 -0.0905 5.3058 0.64 0.03 -0.01
H -1.3364 -4.2986 1.1484 0.17 -0.37 -0.22
H -0.3906 -5.3469 2.2555 -0.19 -0.09 0.06
H 0.4111 -4.0865 1.3286 0.08 0.38 0.14
H 1.0883 -3.2053 3.3314 0.22 0.01 -0.04
H 0.4036 -4.4883 4.2831 -0.74 -0.13 0.13
H 0.9174 -2.2822 5.5039 0.20 0.47 0.01
H -0.7911 -2.6603 5.7060 0.08 -0.68 0.39
H -1.0423 0.7708 4.8392 -0.03 -0.23 -0.35
H 0.4795 0.1758 5.4717 -0.06 0.29 0.64
H -1.1150 -0.3146 6.2193 0.19 -0.07 0.33
```
Positions in Å, forces in eV/Å.

=====

Formula: C4H10N2S
Source: the Open Molecules 2025 dataset
Level of theory: wB97M-V/def2-TZVPD

Output
Kohn-Sham gap	0.3453	Eh
largest force on an atom	7.7	eV/A
lowest unoccupied orbital energy	0.365	eV
molecular weight	118.205	Da
net charge	0
E_HOMO	-9.032	eV

```
17
Properties=species:S:1:pos:R:3:forces:R:3
C -0.1191 1.8515 -0.9377 -3.06 -0.61 0.48
C -0.5736 0.3871 -1.0184 0.66 -1.97 -2.10
C -2.1010 0.1605 -1.3711 -2.65 -1.04 -1.58
C -0.5635 -0.6035 1.2947 -1.04 0.87 7.61
H -0.6514 2.1726 -1.8210 0.39 0.82 -0.52
H 0.9132 2.0700 -0.9919 0.98 -0.11 0.05
H -0.6480 2.3707 -0.1319 0.45 0.04 0.21
H 0.1517 -0.0357 -1.8782 -2.34 0.87 1.35
H -2.9266 -0.0285 -0.3881 2.68 1.19 -2.96
H -2.2725 -0.9928 -2.0107 0.72 3.80 1.84
H -2.4952 1.1647 -2.1884 1.01 -3.44 2.81
H 2.0869 0.5585 0.7899 -1.01 -2.30 -1.81
H -1.9199 -0.8688 1.1815 4.35 0.96 1.49
H 1.3074 -0.0514 2.5329 -4.12 -1.55 -1.12
N -0.1586 -0.5538 0.0627 4.82 0.76 -2.82
N 0.1833 -0.4072 2.5384 -1.67 -0.21 -4.61
S 1.6516 -0.6503 -0.0691 -0.19 1.93 1.68
```
Positions in Å, forces in eV/Å.

=====

Formula: C3H5FO
Source: the Open Molecules 2025 dataset
Level of theory: wB97M-V/def2-TZVPD

Output
Kohn-Sham gap (alpha / beta)	0.2477 / 0.3145	Eh
largest force on an atom	12.2	eV/A
lowest unoccupied orbital energy (alpha / beta)	1.052 / -2.534	eV
molecular weight	76.070	Da
net charge	0
2S+1	3
E_HOMO (alpha / beta)	-5.688 / -11.091	eV

```
10
Properties=species:S:1:pos:R:3:forces:R:3
C -0.6771 -0.2172 -1.3934 -1.83 -1.37 -12.03
C -0.7433 -0.2751 -0.0891 -1.41 -1.18 11.52
C 0.2930 0.3816 0.8049 -0.60 -0.45 -2.07
O 1.5734 -0.2234 0.4736 -1.06 0.76 1.13
F -0.0235 0.2359 2.1378 0.45 0.16 -0.59
H -1.4194 -0.8593 -2.1367 2.41 1.86 2.14
H 0.1256 0.3176 -1.7651 1.24 0.89 -1.65
H -1.6027 -0.8554 0.2681 0.60 0.56 0.99
H 0.2909 1.5013 0.5010 0.33 -1.29 0.89
H 2.1831 -0.0060 1.1988 -0.12 0.06 -0.32
```
Positions in Å, forces in eV/Å.

=====

Copy entry 3 word for word.
Formula: C13H16CoN5O6S2
Source: the Open Molecules 2025 dataset
Level of theory: wB97M-V/def2-TZVPD

Output
Kohn-Sham gap (alpha / beta)	0.3018 / 0.3019	Eh
largest force on an atom	1.0	eV/A
lowest unoccupied orbital energy (alpha / beta)	-0.332 / -0.331	eV
molecular weight	461.367	Da
net charge	0
E_HOMO (alpha / beta)	-8.545 / -8.545	eV

```
43
Properties=species:S:1:pos:R:3:forces:R:3
Co -0.3484 0.2226 0.8381 0.95 -0.08 0.02
N 0.7310 -1.1426 1.6581 -0.09 -0.15 0.05
C 0.0343 -2.4501 1.7198 -0.01 0.14 0.01
C -1.2020 -2.3874 0.8435 -0.05 -0.08 0.06
O -1.7641 -3.4021 0.4721 0.03 0.04 -0.02
N -1.5899 -1.1176 0.5550 -0.39 0.40 -0.06
C -2.1622 -0.9083 -0.7689 0.22 -0.06 -0.03
C -1.0122 -0.4199 -1.6634 -0.27 -0.11 -0.19
O -1.0853 -0.3877 -2.8667 0.07 0.11 0.08
O 0.0545 -0.0613 -0.9686 0.24 -0.03 0.15
H 1.6276 -1.1855 1.1865 -0.03 -0.11 -0.05
H 0.8773 -0.8083 2.6107 0.07 0.05 -0.03
H -0.2484 -2.6474 2.7535 0.03 -0.03 -0.01
H 0.6685 -3.2600 1.3689 -0.01 -0.02 -0.01
H -2.9634 -0.1678 -0.7622 0.02 0.03 0.04
H -2.5532 -1.8393 -1.1763 -0.04 0.00 0.03
N -6.8396 -1.4175 4.2822 0.01 -0.01 0.01
C -5.5423 -0.9557 4.2172 0.00 0.02 0.01
C -5.2001 0.2866 4.7599 0.00 0.00 -0.01
C -3.8916 0.7285 4.7294 -0.02 -0.01 -0.05
C -2.9061 -0.0667 4.1571 0.06 0.03 0.04
C -3.2320 -1.3100 3.6248 -0.04 0.01 -0.01
C -4.5363 -1.7502 3.6525 0.02 -0.01 0.00
S -1.2561 0.5208 4.0989 0.02 0.06 -0.10
O -1.1982 1.7114 4.8999 0.00 -0.01 0.04
O -0.3529 -0.5762 4.3423 -0.01 -0.05 -0.01
N -0.9559 0.9409 2.5610 0.12 0.15 0.04
C -1.4703 2.0296 1.9584 -0.10 0.03 -0.09
S -2.4157 3.3581 2.4980 0.03 0.04 -0.04
C -2.4863 3.9289 0.8543 0.02 -0.02 0.05
C -1.8068 3.1098 0.0265 -0.02 0.01 -0.02
N -1.2162 2.0409 0.6557 -0.54 -0.26 0.09
H -7.5636 -0.7362 4.4309 0.00 0.00 -0.01
H -7.0924 -2.1624 3.6561 -0.01 0.00 0.00
H -5.9667 0.9026 5.2139 0.00 0.00 0.00
H -3.6239 1.6854 5.1554 0.00 -0.01 0.02
H -2.4699 -1.9368 3.1878 0.04 -0.01 -0.01
H -4.7837 -2.7200 3.2385 -0.01 0.01 0.00
H -3.0042 4.8404 0.6111 0.00 0.00 -0.01
H -1.6902 3.2349 -1.0389 -0.01 -0.01 0.00
O 1.5886 1.3180 0.5890 -0.50 -0.17 0.05
H 1.4329 1.0709 -0.3446 0.16 0.09 -0.08
H 1.4234 2.2675 0.6299 0.04 0.02 0.06
```
Positions in Å, forces in eV/Å.